The following is a DFT calculation (the ωB97M-V functional and the def2-TZVPD basis) of C30H38Cl4F6N3O6S2SbSi3V as an isolated structure in a non-equilibrium geometry.

Cartesian coordinates (Å):
V (0.39251, 0.95863, 0.84226)
Cl (-2.19564, 7.74114, 0.32557)
C (-1.05736, 6.42083, 0.40359)
C (0.28896, 6.67685, 0.32733)
Cl (0.84210, 8.31892, 0.12068)
C (1.21731, 5.62213, 0.43039)
Cl (2.88855, 6.04792, 0.35426)
C (0.79763, 4.29381, 0.59801)
O (1.53849, 3.23873, 0.79861)
C (-0.61081, 4.01861, 0.59481)
O (-0.91877, 2.72018, 0.64425)
C (-1.50807, 5.09052, 0.54211)
Cl (-3.23559, 4.86362, 0.65206)
F (1.39519, 4.00933, 4.99491)
C (2.31855, 3.74024, 4.06825)
F (2.32029, 4.69594, 3.16185)
F (3.51725, 3.69863, 4.65539)
S (1.94818, 2.09460, 3.37339)
O (0.54210, 2.15156, 2.96375)
O (2.20518, 1.22124, 4.49562)
N (3.05069, 1.81615, 2.30388)
S (3.44811, 2.24378, 0.77771)
O (2.81598, 1.41068, -0.25619)
O (4.09952, 3.49490, 0.51560)
C (5.06641, 1.32824, 0.95296)
F (5.76966, 1.75471, 2.01067)
F (4.96829, -0.00649, 1.05312)
F (5.80376, 1.57043, -0.14423)
C (-2.87230, -1.62528, -2.13195)
Sb (-1.15600, -0.35539, -1.69250)
C (-1.55324, 0.23998, 0.29836)
C (-2.04439, -0.77440, 1.27990)
C (-3.30957, -1.39997, 1.19980)
C (-3.73732, -2.25348, 2.19271)
C (-2.90361, -2.51409, 3.27481)
C (-1.66639, -1.89625, 3.28059)
N (-1.24134, -1.06354, 2.32464)
Si (-2.66076, 1.79332, 0.22957)
C (-2.41149, 2.61596, -1.50274)
C (-4.51647, 1.35553, -0.25258)
C (-3.05067, 1.97569, 2.10462)
C (0.40378, -2.00957, -1.57309)
C (1.38547, -1.72291, -0.44063)
C (2.56399, -2.47386, -0.30958)
C (3.30400, -2.44585, 0.84813)
C (2.86377, -1.66301, 1.89350)
C (1.76511, -0.86710, 1.68510)
N (1.06904, -0.84258, 0.52316)
Si (1.25537, -1.80660, -3.25239)
C (-0.00337, -1.77666, -4.64348)
C (2.40883, -3.20222, -3.76284)
C (2.23470, -0.23233, -3.25685)
Si (-0.26660, -3.73062, -1.21546)
C (-1.24487, -4.46979, -2.63420)
C (1.02744, -5.07445, -0.91455)
C (-1.25000, -3.76266, 0.35874)
H (-3.74706, -0.97760, -2.04934)
H (-2.97507, -2.45966, -1.43672)
H (-2.80748, -1.99556, -3.15906)
H (-3.94437, -1.17452, 0.35436)
H (-4.71881, -2.71433, 2.13247)
H (-3.20397, -3.16752, 4.08575)
H (-0.97382, -2.06286, 4.10258)
H (-2.92004, 2.01962, -2.27019)
H (-1.35724, 2.69636, -1.77886)
H (-2.83988, 3.62212, -1.54971)
H (-4.59132, 0.73428, -1.15921)
H (-5.02258, 2.30966, -0.48158)
H (-5.08683, 0.86591, 0.55260)
H (-2.12077, 1.93568, 2.68097)
H (-3.68409, 1.13461, 2.41583)
H (-3.57304, 2.89628, 2.37996)
H (2.85777, -3.11611, -1.12658)
H (4.20207, -3.04580, 0.94222)
H (3.37146, -1.62442, 2.84803)
H (1.37969, -0.27715, 2.51605)
H (-0.59607, -2.69818, -4.66914)
H (0.52281, -1.68175, -5.60241)
H (-0.69338, -0.93131, -4.55119)
H (1.90642, -4.17428, -3.72377)
H (3.32524, -3.26049, -3.16329)
H (2.70577, -3.02222, -4.80439)
H (1.56963, 0.63118, -3.17525)
H (2.81622, -0.13819, -4.18156)
H (2.92279, -0.18101, -2.40461)
H (-0.57327, -4.71776, -3.46699)
H (-2.04181, -3.82788, -3.01387)
H (-1.69698, -5.40605, -2.27960)
H (1.75526, -5.17682, -1.72514)
H (0.47937, -6.02304, -0.83166)
H (1.57745, -4.92064, 0.01904)
H (-2.16316, -3.16024, 0.32116)
H (-0.64206, -3.36521, 1.18424)
H (-1.52043, -4.79875, 0.59745)

## Properties
total charge	-2
frontier orbital gap (spin up / spin down)	5.77 / 6.21	eV
energy relative to the best compared isomer or geometry (same formula, charge and spin)	403.53	kJ/mol
HOMO energy (spin up / spin down)	-1.8 / -2.3	eV
spin multiplicity	4

***

The following is a DFT calculation (the ωB97M-V functional and the def2-TZVPD basis) of C30H38ClN2O2Tc as an isolated structure in a non-equilibrium geometry.

Cartesian coordinates (Å):
Tc (-0.47592, 0.06579, -0.49452)
C (-3.68680, 4.02484, -1.10980)
C (-3.86664, 2.61115, -0.57650)
C (-5.27444, 2.42050, -0.00047)
C (-2.83577, 2.20755, 0.45026)
C (-2.69264, 0.84270, 0.77074)
C (-1.79711, 0.41281, 1.75077)
C (-1.01353, 1.33840, 2.46480)
C (-0.13920, 0.88210, 3.58970)
C (-1.15013, 2.67616, 2.13306)
C (-2.04431, 3.10103, 1.14766)
H (-4.41216, 4.21773, -1.89995)
H (-2.68861, 4.17514, -1.52832)
H (-3.85196, 4.77659, -0.33369)
H (-3.74650, 1.91655, -1.41071)
H (-5.43269, 3.08111, 0.85496)
H (-5.44384, 1.39554, 0.33202)
H (-6.02825, 2.65693, -0.75212)
H (-3.35235, 0.12229, 0.30387)
H (-1.81850, -0.62136, 2.07503)
H (0.44927, 0.00722, 3.31274)
H (-0.75347, 0.59854, 4.44756)
H (0.53918, 1.67067, 3.91234)
H (-0.56696, 3.41598, 2.66937)
H (-2.12899, 4.16207, 0.94919)
O (-1.05841, -2.76346, 0.42205)
C (-0.84323, -1.73906, 0.01735)
O (3.13280, 0.49950, 1.83761)
C (2.11567, 0.29987, 1.28935)
N (1.06794, 0.10294, 0.73672)
C (1.81526, 3.47419, -5.33004)
C (1.37738, 3.05639, -3.95651)
C (0.99869, 3.99796, -3.01067)
C (0.60671, 3.63628, -1.72529)
C (0.30094, 4.71064, -0.72225)
C (0.57300, 2.28724, -1.40983)
C (0.93889, 1.28464, -2.34661)
C (1.35570, 1.71111, -3.61627)
N (0.77096, -0.03544, -1.93622)
C (1.40456, -1.18532, -2.63854)
C (2.92500, -0.94477, -2.70869)
C (3.59424, -2.11985, -3.43174)
C (2.98624, -2.26722, -4.83129)
C (1.48866, -2.57347, -4.72408)
C (1.28680, -3.85917, -3.92486)
C (1.87388, -3.66979, -2.52605)
C (3.37432, -3.40099, -2.62807)
C (1.17071, -2.48122, -1.85503)
C (0.77158, -1.40551, -4.03124)
H (1.64799, 4.53691, -5.49341)
H (1.26825, 2.92215, -6.09499)
H (2.87853, 3.27378, -5.47293)
H (1.03341, 5.05095, -3.26807)
H (1.14497, 5.39575, -0.63698)
H (0.10276, 4.29105, 0.25987)
H (-0.56675, 5.29531, -1.03207)
H (0.40237, 2.06863, -0.34752)
H (1.63720, 0.99113, -4.36065)
H (3.31201, -0.85106, -1.68885)
H (3.16439, -0.01744, -3.22382)
H (4.66260, -1.90876, -3.51198)
H (3.48825, -3.07286, -5.37268)
H (3.14684, -1.35114, -5.41005)
H (1.06168, -2.68942, -5.72278)
H (1.77922, -4.69524, -4.42767)
H (0.22189, -4.10194, -3.86293)
H (1.69137, -4.56043, -1.92087)
H (3.86762, -4.24532, -3.11579)
H (3.81796, -3.30024, -1.63309)
H (1.52282, -2.36275, -0.82579)
H (0.10231, -2.69389, -1.85427)
H (-0.29124, -1.62497, -3.90343)
H (0.82767, -0.52998, -4.66722)
Cl (-2.14185, -0.02610, -2.13095)

## Properties
total charge	+1
frontier orbital gap (spin up / spin down)	6.01 / 5.64	eV
energy relative to the best compared isomer or geometry (same formula, charge and spin)	27.51	kJ/mol
HOMO energy (spin up / spin down)	-11.6 / -11.5	eV
spin multiplicity	2